The following is a DFT calculation (ωB97M-V/def2-TZVPD) of a 10-piece molecular cluster, C27H74O10 overall at a distorted geometry.

- SMILES: CC(C)O.CCOCC.CCOCC.CCOCC.CCO.CCO.CCO.CCO.CCO.CCO
- Largest force on an atom: 0.048 hartree/bohr
- Energy above the lowest of the compared OMol25 structures with the same formula, charge and spin: 423.5 kJ/mol
- HOMO-LUMO gap: 10.326 eV
- E_tot: -1825.359540 Eh

Structure (XYZ):
```
111
Properties=species:S:1:pos:R:3:forces:R:3:lowdin_charge:R:1
H 1.05870 5.99971 0.47477 0.100 0.005 0.240 0.141
H -0.90122 -2.84083 -4.13627 -0.104 0.479 0.269 0.058
C -3.17998 -2.01664 -5.59233 0.332 0.535 0.307 -0.088
O 0.14620 -4.21328 2.54261 0.214 0.151 -0.098 -0.172
H 9.09396 -0.82917 -2.51250 0.001 0.124 -0.249 0.069
H -5.21549 4.33265 5.51652 0.162 -0.419 0.014 0.114
H 7.32614 -0.47934 -0.97921 0.003 -0.400 0.119 0.123
O -0.85751 -4.81082 -2.97041 1.151 1.195 0.601 -0.099
H -1.55995 -3.04510 2.42798 0.188 -0.062 0.258 0.108
H -4.26818 -1.97739 -5.67124 0.020 -0.158 0.023 0.073
C 0.12429 -4.18041 -2.04136 -1.615 -0.862 1.011 -0.281
O -4.21920 2.64378 4.72205 -1.143 0.457 0.570 -0.177
H 4.55374 0.04607 0.54191 0.327 0.575 0.081 0.086
H 4.87285 2.30744 1.64100 -0.036 -0.136 -0.112 0.069
C 8.53601 -1.73030 -2.28783 -0.151 -0.264 0.793 -0.067
H -1.74031 3.10721 -3.39139 -0.218 0.142 0.265 0.110
H 0.61518 -2.33957 1.79284 0.350 -0.417 0.065 0.103
H -2.41989 -4.53806 4.59726 0.010 0.113 -0.310 0.071
H 1.77928 -4.72833 -3.26415 0.336 -0.177 -0.015 0.081
C -1.92975 -4.82114 3.65540 0.370 0.495 0.438 -0.065
H -6.40218 1.50964 5.99427 0.081 0.060 -0.272 0.070
H -4.08461 -2.37234 1.78330 -0.138 0.049 -0.647 0.104
H -5.15435 -1.02578 1.84005 -0.152 -0.049 -0.452 0.113
H -0.53430 1.70615 -1.72696 -0.379 -0.188 0.227 0.096
O -1.25762 4.40273 -1.93710 -0.657 0.642 -0.012 -0.115
H -3.11605 4.00330 -2.84608 -0.181 0.469 0.061 0.116
H 1.82303 -4.11955 0.44768 0.176 -0.070 0.161 0.050
C -4.11735 -1.18008 -0.04821 -0.336 0.212 -0.069 -0.090
H 0.55269 -0.57391 -1.64078 -0.131 0.160 0.122 0.069
H 3.16971 5.61796 1.69912 0.042 -0.006 0.021 0.090
H -0.26919 -0.94379 -0.13311 -0.183 0.170 0.254 0.061
O 6.21274 -1.16976 -2.56029 2.199 -0.847 -0.491 -0.150
H -1.54174 1.22290 -0.29032 0.075 0.180 -0.460 0.102
H 3.02929 -0.40382 -2.56524 -0.037 -0.159 -0.254 0.066
O -1.29531 -1.97733 -3.91054 -1.836 -0.726 -0.554 -0.127
H 1.35841 -3.00348 -3.29550 0.186 -0.186 -0.110 0.067
H 9.17258 -2.35590 -1.64823 -0.127 0.154 -0.102 0.075
H 4.78853 -1.59000 -1.16653 -0.088 0.037 -0.375 0.114
C 2.98494 5.14795 0.73214 1.597 0.261 0.472 -0.069
C -5.10154 3.24897 5.72041 0.171 -0.544 -0.371 -0.240
C -2.76387 -2.20432 -4.13726 0.616 -0.561 0.776 -0.258
H -1.65352 -0.45063 -2.56677 -0.039 0.245 0.066 0.026
C -2.96815 3.28134 4.60984 0.478 0.586 0.641 -0.320
H -3.39954 -0.43529 0.27040 0.356 0.011 -0.009 0.060
H -1.34098 -5.70496 3.90450 0.110 0.052 -0.210 0.073
H 5.04049 0.10789 -1.50817 0.102 -0.024 -0.116 0.102
H 0.22796 -4.79956 -1.12448 -0.018 -0.097 -0.680 0.108
O 1.47812 4.52613 -0.87125 -1.252 -0.221 -0.594 -0.066
H 3.23313 -0.62978 2.48072 0.115 0.088 0.098 0.089
C 1.11835 -3.20806 2.27905 0.224 0.333 -0.086 -0.282
C 0.06392 -0.12241 -0.76247 0.230 0.715 -0.833 -0.081
H 0.91776 4.39726 2.48160 -0.181 0.390 -0.445 0.087
H 1.55115 -2.81837 3.23142 -0.298 -0.266 -0.375 0.124
H -7.15475 2.99265 6.49100 0.276 0.185 -0.342 0.073
C -1.73095 4.98754 -4.26483 0.168 0.998 -0.963 -0.098
H 4.20730 -0.22178 -3.87620 -0.006 0.037 -0.109 0.079
H -6.03527 -3.24617 1.38513 -0.200 -0.060 -0.050 0.080
O -2.08828 0.26321 -2.06722 1.721 0.646 1.102 -0.125
H -0.69815 -3.03605 4.00071 -0.176 -0.135 -0.162 0.117
O -5.84024 -2.61969 0.68467 -0.325 -0.439 -0.026 -0.069
H -2.85366 2.64657 2.56816 0.155 0.061 -0.172 0.077
H -3.64893 -1.94226 -0.66659 0.124 0.091 -0.088 0.074
C -2.06800 4.12008 -3.10742 0.971 -1.799 0.314 -0.295
H -3.32579 -1.56783 -3.43816 0.475 0.382 -0.457 0.097
H 3.46887 5.73773 -0.04667 0.038 0.007 0.053 0.088
C -1.02076 0.87268 -1.19379 -1.115 -1.337 -0.773 -0.237
H 8.32640 -2.29109 -3.19077 -0.017 -0.016 -0.198 0.074
H -1.57230 5.22808 -1.53075 0.028 -0.350 -0.271 0.097
C 5.02140 -0.88305 -1.99677 -2.236 0.617 0.792 -0.358
H 0.53418 4.52429 -1.18195 1.124 -0.182 0.281 0.061
H -0.18631 4.01329 1.11354 -0.033 -0.282 0.253 0.071
H 3.64963 -1.84195 -3.41898 0.000 -0.226 -0.080 0.057
H -3.03185 -3.21359 -3.75553 0.453 0.314 -0.472 0.111
H 3.01442 -3.05684 1.21851 0.190 0.179 0.000 0.049
H 3.44205 1.38025 0.16586 -0.176 -0.186 0.182 0.116
H 1.33298 3.09924 1.45534 -0.150 0.046 -0.488 0.077
H 0.81607 0.51649 -0.27343 -0.075 -0.552 0.160 0.059
H 2.50578 -0.92087 0.92019 -0.164 0.123 -0.106 0.054
H -2.70607 -5.09401 2.94673 0.069 -0.026 -0.177 0.062
H 6.88762 -2.23120 -0.92156 0.117 0.147 -0.045 0.117
C 1.55458 5.01676 0.46072 -1.103 0.100 -0.593 -0.541
H -0.35799 -3.27156 -1.64230 0.136 -0.161 -0.538 0.101
C -1.01485 -3.67463 3.15724 -0.298 -0.359 0.181 -0.271
H -0.65177 4.94368 -4.43602 -0.029 0.154 0.195 0.082
H -2.79526 -2.80308 -6.24198 -0.023 -0.058 0.083 0.070
H -2.36761 3.16578 5.54677 -0.388 -0.080 -0.390 0.124
H -0.97502 -5.73603 -2.75762 0.183 -0.136 0.175 0.072
H -1.29748 3.26436 3.25597 -0.097 0.219 -0.213 0.051
H -2.16164 4.65854 -5.22571 -0.208 -0.062 0.546 0.084
C 0.85807 4.08853 1.42325 -0.145 -0.361 0.694 -0.057
H 2.68214 -4.64528 1.93315 0.002 0.027 -0.203 0.082
H 1.94965 0.45340 1.91232 -0.140 -0.215 0.125 0.077
C -6.50149 2.56338 5.71618 1.193 0.037 0.673 -0.073
C 7.22577 -1.40857 -1.56945 -0.071 0.447 -0.712 -0.250
H 3.44073 4.15299 0.74366 0.032 0.058 -0.014 0.071
H -4.60036 3.11928 6.69751 -0.327 0.172 -0.190 0.114
C 1.45864 -3.89069 -2.65969 -0.603 0.640 -0.503 -0.087
C -4.79143 -1.80090 1.13469 0.581 0.296 1.457 -0.357
C 3.81736 0.73878 0.97566 1.584 0.593 0.037 -0.316
C 2.81726 -0.13322 1.60576 -1.242 -0.278 0.445 -0.112
C 3.90237 -0.85741 -3.04956 0.328 0.344 0.890 -0.044
H -2.79872 -1.05732 -5.96646 -0.052 -0.190 0.104 0.077
H -6.96930 2.64390 4.74766 -0.148 0.038 -0.272 0.064
H -1.85711 1.68474 3.69734 -0.283 0.062 -0.179 0.079
C -2.20483 2.69349 3.43936 0.081 -0.461 0.607 -0.074
H -2.02006 6.03655 -4.11972 0.077 -0.140 -0.012 0.076
C 2.24642 -3.79439 1.40369 -1.123 -0.059 0.490 -0.052
H -4.86585 -0.64326 -0.63915 0.098 -0.149 -0.071 0.087
H -3.07673 4.38162 4.49099 -0.213 -0.403 -0.116 0.118
H 2.17020 -3.63692 -1.88117 0.253 -0.131 0.072 0.062
O 4.40156 1.56213 2.02686 -0.315 -0.430 -0.581 -0.083
```
Forces are in eV/Å.